Below is a molecular structure, C3H3IrO3 in a non-equilibrium geometry, with properties calculated with ωB97M-V with the def2-TZVPD basis set.

Output
**Relative energy (zero: lowest compared OMol25 entry of this formula, charge and spin)**: 0.0 kJ/mol
**Charge**: +1
**Calculated total energy**: -12126.0530 eV
**LUMO (alpha / beta)**: -3.92 / -8.11 eV
**HOMO level (alpha / beta)**: -13.1 / -14.9 eV
**Spin multiplicity**: 6
**<S²>**: 8.778

Geometry (Å):
C  -0.079  -1.779  -0.067
C  -0.863  -0.697  0.051
O  -0.450  0.554  0.271
Ir  -1.134  2.094  1.067
H  1.008  -1.711  0.004
H  -0.537  -2.750  -0.256
H  -1.954  -0.804  -0.035
O  0.773  2.593  0.134
C  1.193  1.596  -0.383
O  2.044  0.905  -0.786

***

Below is a molecular structure, C22H52N3O14V in a non-equilibrium geometry, with properties calculated with ωB97M-V with the def2-TZVPD basis set.

Output
**Calculated total energy**: -82469.3956 eV
**LUMO**: -3.61 eV
**HOMO level**: -7.2 eV

Geometry (Å):
O  1.171  0.260  -1.288
V  -0.048  1.174  -1.716
O  -0.797  1.526  -0.350
O  -0.716  4.069  -6.500
C  -0.652  3.322  -5.389
O  0.269  2.542  -5.174
O  -1.468  3.468  -4.410
H  0.025  3.820  -7.058
C  -5.461  -1.051  5.911
O  -4.701  -1.507  4.784
C  -5.035  -1.094  3.475
C  -6.080  -1.919  2.711
O  -5.376  -3.001  2.105
C  -5.117  -4.121  2.915
H  -5.508  0.032  6.029
H  -4.996  -1.407  6.831
H  -6.496  -1.394  5.884
H  -4.124  -0.943  2.897
H  -5.538  -0.133  3.586
H  -6.350  -1.383  1.801
H  -6.946  -2.234  3.294
H  -4.513  -3.818  3.770
H  -4.657  -4.861  2.261
H  -6.087  -4.440  3.296
C  -2.598  6.074  6.611
O  -2.022  5.645  5.356
C  -1.395  4.399  5.543
C  -0.450  4.165  4.393
O  0.713  3.463  4.793
C  0.507  2.178  5.265
H  -3.537  5.600  6.897
H  -2.803  7.143  6.667
H  -2.041  5.910  7.533
H  -2.104  3.584  5.693
H  -0.763  4.486  6.427
H  0.002  5.069  3.984
H  -0.854  3.716  3.486
H  0.471  2.191  6.355
H  1.236  1.428  4.959
H  -0.444  1.730  4.975
C  6.019  0.205  -4.659
O  6.315  -1.183  -4.866
C  6.191  -1.979  -3.725
C  6.309  -3.488  -4.263
O  5.968  -4.407  -3.194
C  6.125  -5.817  -3.372
H  6.721  0.825  -4.100
H  5.174  0.111  -3.977
H  5.721  0.719  -5.573
H  5.169  -1.976  -3.348
H  7.014  -1.769  -3.041
H  7.373  -3.546  -4.491
H  5.773  -3.659  -5.197
H  6.629  -6.013  -4.318
H  5.159  -6.317  -3.437
H  6.796  -6.323  -2.678
C  1.168  -5.498  0.334
O  0.251  -5.406  -0.481
N  1.227  -4.702  1.407
C  2.350  -4.670  2.272
C  0.133  -3.769  1.774
H  2.059  -6.131  0.207
H  2.903  -5.588  2.070
H  2.086  -4.707  3.328
H  2.877  -3.729  2.117
H  -0.189  -3.790  2.816
H  0.454  -2.737  1.637
H  -0.813  -3.893  1.247
C  -4.111  -1.970  -2.839
O  -3.113  -1.202  -2.831
N  -5.165  -1.720  -3.618
C  -6.375  -2.537  -3.686
C  -5.241  -0.601  -4.569
H  -4.226  -2.946  -2.344
H  -7.198  -1.950  -3.279
H  -6.353  -3.472  -3.126
H  -6.636  -2.842  -4.700
H  -6.068  0.067  -4.327
H  -4.299  -0.059  -4.651
H  -5.362  -1.082  -5.540
C  3.802  4.676  -1.362
O  2.647  4.395  -1.481
N  4.508  5.413  -2.176
C  5.946  5.764  -1.804
C  4.069  5.804  -3.523
H  4.422  4.429  -0.486
H  6.113  5.756  -0.727
H  6.322  6.729  -2.146
H  6.654  5.080  -2.272
H  4.754  5.399  -4.268
H  3.030  5.537  -3.718
H  4.204  6.881  -3.621

***

Below is a molecular structure, C9H23LiN3O5 in a non-equilibrium geometry, with properties calculated with ωB97M-V with the def2-TZVPD basis set.

Output
**Relative energy (zero: lowest compared OMol25 entry of this formula, charge and spin)**: 0.0 kJ/mol
**Charge**: -1
**Calculated total energy**: -24615.2981 eV
**LUMO**: 2.36 eV
**HOMO level**: -2.0 eV

Geometry (Å):
Li  1.500  0.141  1.926
O  0.702  -1.568  3.800
C  1.721  -2.613  3.927
C  2.697  -2.812  2.675
O  3.449  -1.749  2.116
H  1.144  -3.520  4.108
H  2.169  -2.581  4.920
H  2.064  -3.181  1.868
H  3.319  -3.654  2.980
C  -3.424  -2.652  0.365
O  -3.763  -1.506  0.379
N  -2.362  -3.059  0.936
N  -4.117  -3.611  -0.178
H  -1.794  -2.380  1.422
H  -2.031  -3.983  0.697
H  -3.558  -4.446  -0.279
H  -4.995  -3.434  -0.645
C  2.769  3.373  1.585
O  1.507  2.757  1.276
C  0.966  3.278  0.057
C  -0.317  2.540  -0.211
N  -0.281  1.079  -0.490
C  0.580  0.672  -1.638
C  -0.035  1.163  -3.032
O  -1.460  0.869  -3.046
C  -1.966  0.745  -4.419
H  3.033  3.155  2.620
H  2.759  4.463  1.560
H  3.511  2.994  0.883
H  1.659  3.169  -0.777
H  0.898  4.352  0.227
H  -0.864  3.063  -0.996
H  -0.889  2.681  0.706
H  -1.210  0.695  -0.596
H  0.687  -0.413  -1.633
H  1.638  0.909  -1.528
H  0.502  0.634  -3.819
H  0.102  2.235  -3.178
H  -1.538  1.512  -5.063
H  -3.048  0.836  -4.517
H  -1.722  -0.153  -4.986

***

Below is C9H19N2P in the gas phase in a non-equilibrium geometry, with properties calculated with ωB97M-V with the def2-TZVPD basis set.

Output
**Relative energy (zero: lowest compared OMol25 entry of this formula, charge and spin)**: 361.9 kJ/mol
**Calculated total energy**: -21903.9769 eV
**LUMO (alpha / beta)**: -0.05 / 0.22 eV
**HOMO level (alpha / beta)**: -7.2 / -7.4 eV

Geometry (Å):
C  -2.203  0.228  -1.097
C  -3.201  -0.660  -1.430
C  -2.829  1.575  -0.526
C  -0.804  0.136  -1.249
C  3.408  -2.100  0.370
C  0.674  1.228  2.720
C  0.019  -1.055  -1.413
C  2.018  -2.249  -0.308
C  1.376  -0.925  -0.746
N  -1.892  2.457  0.139
N  -1.126  1.921  1.092
P  0.413  2.391  1.312
H  -2.847  -1.415  -2.031
H  -4.188  -0.667  -1.187
H  -3.459  2.062  -1.300
H  -3.551  1.441  0.248
H  -0.200  0.963  -1.474
H  3.326  -1.449  1.361
H  4.122  -1.487  -0.368
H  4.025  -2.967  0.542
H  0.406  0.247  2.352
H  0.095  1.664  3.518
H  1.774  1.023  2.937
H  -0.531  -1.924  -0.877
H  0.092  -1.245  -2.418
H  1.385  -2.705  0.337
H  2.063  -2.934  -1.044
H  1.317  -0.149  0.141
H  1.908  -0.426  -1.477
H  -1.942  3.405  -0.226
H  0.353  3.612  2.103

***

Please write out number 3 again, unchanged.
Below is a molecular structure, C9H23LiN3O5 in a non-equilibrium geometry, with properties calculated with ωB97M-V with the def2-TZVPD basis set.

Output
**Relative energy (zero: lowest compared OMol25 entry of this formula, charge and spin)**: 0.0 kJ/mol
**Charge**: -1
**Calculated total energy**: -24615.2981 eV
**LUMO**: 2.36 eV
**HOMO level**: -2.0 eV

Geometry (Å):
Li  1.500  0.141  1.926
O  0.702  -1.568  3.800
C  1.721  -2.613  3.927
C  2.697  -2.812  2.675
O  3.449  -1.749  2.116
H  1.144  -3.520  4.108
H  2.169  -2.581  4.920
H  2.064  -3.181  1.868
H  3.319  -3.654  2.980
C  -3.424  -2.652  0.365
O  -3.763  -1.506  0.379
N  -2.362  -3.059  0.936
N  -4.117  -3.611  -0.178
H  -1.794  -2.380  1.422
H  -2.031  -3.983  0.697
H  -3.558  -4.446  -0.279
H  -4.995  -3.434  -0.645
C  2.769  3.373  1.585
O  1.507  2.757  1.276
C  0.966  3.278  0.057
C  -0.317  2.540  -0.211
N  -0.281  1.079  -0.490
C  0.580  0.672  -1.638
C  -0.035  1.163  -3.032
O  -1.460  0.869  -3.046
C  -1.966  0.745  -4.419
H  3.033  3.155  2.620
H  2.759  4.463  1.560
H  3.511  2.994  0.883
H  1.659  3.169  -0.777
H  0.898  4.352  0.227
H  -0.864  3.063  -0.996
H  -0.889  2.681  0.706
H  -1.210  0.695  -0.596
H  0.687  -0.413  -1.633
H  1.638  0.909  -1.528
H  0.502  0.634  -3.819
H  0.102  2.235  -3.178
H  -1.538  1.512  -5.063
H  -3.048  0.836  -4.517
H  -1.722  -0.153  -4.986